Here is one molecule with the formula C6H10O2S in a non-equilibrium geometry from OMol25. Energies are from ωB97M-V with the def2-TZVPD basis set.

Values from the calculation:
Energy above the lowest of the compared OMol25 structures with the same formula, charge and spin = 254.2 kJ/mol
LUMO energy = -0.2 eV
2S+1 = 1
HOMO-LUMO gap = 7.50 eV
M = 146.21 g/mol

```
19
C6H10O2S | OMol25 | ωB97M-V with the def2-TZVPD basis set
O -1.95614 1.42323 -0.05912
O -1.72913 3.28986 1.00976
C -1.33870 2.17424 0.73843
S 0.66066 -0.58834 -0.09258
C 0.85872 0.82992 -1.31260
C 2.23405 -1.61886 -0.10323
C -0.32534 0.54841 2.41226
C -0.09988 1.70450 1.50001
C 0.76039 0.44497 1.34564
H 1.47425 1.49929 -0.85787
H 1.30159 0.41323 -2.23539
H -0.26698 1.06478 -1.44037
H 2.55660 -1.73751 0.94884
H 1.99215 -2.53455 -0.59067
H 3.00468 -1.00311 -0.58880
H -0.00527 0.79551 3.42318
H -1.21599 0.03457 2.29439
H 0.35568 2.59920 1.88092
H 1.79301 0.71503 1.78157
```

=====

Here is C40H38ClFeN2O8 as an isolated structure from OMol25. Energies are from ωB97M-V with the def2-TZVPD basis set.

Values from the calculation:
Energy above the lowest of the compared OMol25 structures with the same formula, charge and spin = 0.0 kJ/mol
⟨S²⟩ = 8.7610
LUMO energy (alpha / beta) = -0.4 / -0.7 eV
2S+1 = 6
HOMO-LUMO gap (alpha / beta) = 8.04 / 7.71 eV
M = 766.05 g/mol

```
90
C40H38ClFeN2O8 | OMol25 | ωB97M-V with the def2-TZVPD basis set
Fe -0.31897 -0.13640 -1.75431
C -3.73574 1.66306 -0.07747
O -3.81586 0.22644 0.04433
C -3.12143 -0.47304 -0.83332
O -2.35766 0.05717 -1.66504
N -3.35539 -1.78076 -0.77086
N -2.68942 -2.70672 -1.57761
H -4.26543 2.04862 0.78649
H -4.22279 1.97675 -0.99882
H -2.70270 1.99760 -0.07238
H -3.87416 -2.15092 0.01111
H -2.89037 -2.48850 -2.54635
H -1.68588 -2.61106 -1.42083
Cl -1.08401 -0.11971 -9.12425
C -0.81745 0.13393 -7.42470
C -0.77334 1.44907 -6.92206
C -0.56309 1.68460 -5.59198
C -0.39179 0.61501 -4.67371
O -0.17166 0.86746 -3.43106
C -0.44630 -0.70231 -5.20173
C -0.27917 -1.83429 -4.35202
O -0.16725 -1.81772 -3.11845
C -0.65062 -0.92250 -6.58177
H -0.90493 2.27594 -7.60767
H -0.52008 2.69249 -5.20176
H -0.25539 -2.81679 -4.84797
H -0.67809 -1.93726 -6.96036
C 0.95003 0.03830 4.85837
C 1.44698 0.27869 3.44842
C 2.87648 0.79145 3.43225
O 0.54445 1.18511 2.79966
C 0.27077 0.74274 1.47559
C 1.01197 -0.60536 1.37295
O 1.34312 -0.92071 2.71625
C 0.25657 -1.81773 0.77994
O -0.20119 -1.51122 -0.50521
C -0.97606 -2.28120 1.57495
C -1.64980 -1.52356 2.52731
C -2.84050 -1.97673 3.08468
C -3.37453 -3.19975 2.71055
C -2.69713 -3.97786 1.77964
C -1.51233 -3.52127 1.22639
C 1.27680 -2.96487 0.69762
C 1.84766 -3.29753 -0.52306
C 2.79528 -4.31193 -0.60531
C 3.17988 -5.00219 0.53173
C 2.60926 -4.67414 1.75577
C 1.66488 -3.66474 1.83827
C 0.64049 1.80179 0.39918
O 0.52040 1.19042 -0.84468
C 2.06233 2.33529 0.56670
C 3.10297 1.76777 -0.16075
C 4.40839 2.20662 0.01425
C 4.68577 3.23188 0.90576
C 3.64781 3.82218 1.61331
C 2.34633 3.37636 1.44555
C -0.36226 2.96428 0.43791
C -0.62067 3.63636 -0.75667
C -1.53969 4.67222 -0.80039
C -2.21141 5.06119 0.35267
C -1.94753 4.40884 1.54595
C -1.02889 3.36545 1.59075
H 0.95418 0.97495 5.41514
H 1.60078 -0.67495 5.36319
H -0.06180 -0.36194 4.83280
H 2.93464 1.76730 3.91336
H 3.25273 0.88425 2.41496
H 3.50671 0.08644 3.97506
H -0.80937 0.59355 1.36798
H 1.91949 -0.47969 0.77086
H -1.25962 -0.57426 2.86109
H -3.34765 -1.36565 3.82120
H -4.29876 -3.55166 3.15116
H -3.08907 -4.94297 1.48420
H -0.99447 -4.13513 0.49988
H 1.52797 -2.77440 -1.41407
H 3.22679 -4.56463 -1.56603
H 3.91522 -5.79408 0.46810
H 2.89995 -5.21009 2.65063
H 1.22224 -3.41463 2.79337
H 2.88144 0.98729 -0.87579
H 5.20885 1.74972 -0.55393
H 5.70274 3.57777 1.03963
H 3.85348 4.63275 2.30126
H 1.54362 3.83887 2.00514
H -0.11312 3.31331 -1.65598
H -1.73552 5.17834 -1.73750
H -2.92915 5.87113 0.31889
H -2.46024 4.70622 2.45255
H -0.83974 2.86586 2.53105
```

=====

Here is C39H46N2O2Os as an isolated structure in a non-equilibrium geometry from OMol25. Energies are from ωB97M-V with the def2-TZVPD basis set.

Values from the calculation:
LUMO energy = -7.6 eV
2S+1 = 1
Charge = +2
HOMO-LUMO gap = 6.64 eV
M = 765.04 g/mol

```
90
C39H46N2O2Os | OMol25 | ωB97M-V with the def2-TZVPD basis set
Os 0.01005 0.64252 0.34453
C -0.75559 2.41568 1.40107
C -2.18241 2.40027 1.92806
C -2.21766 1.94945 3.39288
C -3.10833 1.66693 0.98137
C -4.20615 2.31746 0.43974
C -5.04240 1.65337 -0.44312
C -4.76189 0.34512 -0.80148
C -3.65790 -0.34177 -0.29274
C -3.42494 -1.76481 -0.78782
C -2.00795 -2.07510 -1.28585
C -3.91684 -2.84457 0.18809
C -2.86705 0.34834 0.62283
N -1.67412 -0.24310 1.13377
C -1.76781 -1.17296 2.00766
C -0.66291 -1.94362 2.49410
C -0.94622 -2.99160 3.37520
C 0.05548 -3.81323 3.84321
C 1.35966 -3.58607 3.42715
C 1.66309 -2.54756 2.55947
C 0.65898 -1.71556 2.08506
N 0.99860 -0.59760 1.24862
C 2.41197 -0.46503 0.93906
C 3.16986 0.40671 1.72827
C 4.49802 0.59310 1.37606
C 5.04454 -0.05716 0.28102
C 4.27997 -0.94070 -0.46359
C 2.94877 -1.18111 -0.14255
C 2.13837 -2.18883 -0.93926
C 1.78944 -1.62819 -2.31617
C 2.85393 -3.53460 -1.06159
C 2.59144 1.12277 2.93227
C 3.34092 0.73423 4.21109
C 2.60425 2.64246 2.73715
H -0.08803 3.13880 1.87139
H -0.68921 2.59410 0.31878
H -0.14649 1.45321 1.82637
H -2.50963 3.44327 1.90581
H -1.80936 0.94617 3.52066
H -3.24042 1.95026 3.76200
H -1.63411 2.62661 4.01960
H -4.41524 3.34389 0.71773
H -5.90241 2.15860 -0.86057
H -5.40920 -0.16009 -1.50752
H -4.07354 -1.84448 -1.66241
H -1.27648 -2.14023 -0.47767
H -1.66083 -1.33357 -2.00752
H -2.01702 -3.04509 -1.78442
H -3.19414 -3.04602 0.98195
H -4.05440 -3.78306 -0.34918
H -4.86928 -2.57415 0.64329
H -2.75725 -1.41828 2.38425
H -1.97340 -3.15450 3.67869
H -0.17118 -4.62311 4.52169
H 2.16009 -4.22018 3.78395
H 2.69062 -2.38585 2.26803
H 5.11874 1.25656 1.96433
H 6.08148 0.10830 0.01926
H 4.73270 -1.46436 -1.29528
H 1.20063 -2.37333 -0.41572
H 2.68636 -1.30887 -2.85219
H 1.12570 -0.76627 -2.22832
H 1.28092 -2.37832 -2.92408
H 3.75156 -3.46141 -1.67522
H 2.19568 -4.26407 -1.53333
H 3.14579 -3.91863 -0.08358
H 1.55039 0.80127 3.06040
H 4.37852 1.06654 4.17781
H 3.33636 -0.34642 4.35785
H 2.87301 1.19954 5.07888
H 3.62664 3.01602 2.66793
H 2.13261 3.14140 3.58561
H 2.08981 2.93674 1.81893
C 2.92292 2.86472 -2.07664
C 1.68237 2.09671 -1.76671
O 1.51392 1.77975 -0.57255
C 0.74234 1.75331 -2.82148
C 1.06221 2.03888 -4.15899
C 0.18934 1.73929 -5.17952
C -1.04397 1.16339 -4.88696
C -1.40221 0.88426 -3.58252
C -0.52194 1.16608 -2.54272
O -0.97551 0.90191 -1.31057
H 3.49530 3.01116 -1.16577
H 2.67685 3.82762 -2.52502
H 3.53002 2.31262 -2.79633
H 2.01424 2.49260 -4.39406
H 0.45751 1.95455 -6.20422
H -1.73429 0.93891 -5.68924
H -2.36716 0.45982 -3.34010
```

=====

Here is C30H27BN11OV as an isolated structure in a non-equilibrium geometry from OMol25. Energies are from ωB97M-V with the def2-TZVPD basis set.

Values from the calculation:
Energy above the lowest of the compared OMol25 structures with the same formula, charge and spin = 425.4 kJ/mol
⟨S²⟩ = 0.8056
LUMO energy (alpha / beta) = -12.0 / -12.1 eV
2S+1 = 2
Charge = +3
HOMO-LUMO gap (alpha / beta) = 4.10 / 4.03 eV
M = 619.38 g/mol

```
71
C30H27BN11OV | OMol25 | ωB97M-V with the def2-TZVPD basis set
V -0.09368 0.50680 0.06828
C -0.74570 1.05091 3.54333
C 0.38371 1.76523 2.81965
C 1.34555 2.31973 3.82980
C 2.61766 2.55213 3.51151
C 3.08538 2.22472 2.18354
C 2.37893 1.42855 1.36922
N 1.09738 0.89538 1.81392
C 2.80600 0.94815 0.05949
C 4.09867 1.10822 -0.41269
C 4.44309 0.51279 -1.61343
C 3.52128 -0.29886 -2.24968
C 2.24370 -0.43907 -1.71811
N 1.87460 0.25482 -0.62839
C 1.25732 -1.39657 -2.24459
C 1.51803 -2.11661 -3.39956
C 0.61153 -3.07765 -3.81445
C -0.50766 -3.28685 -3.04328
C -0.73579 -2.50098 -1.90813
C -1.99916 -2.73659 -1.14559
N 0.13008 -1.55736 -1.51771
H -0.35451 0.21184 4.12092
H -1.52874 0.69888 2.88126
H -1.19800 1.74634 4.24915
H 0.95258 2.52745 4.81652
H 3.30690 2.97901 4.22695
H 4.03577 2.61928 1.85414
H 4.83725 1.65670 0.15196
H 5.43799 0.63685 -2.01920
H 3.80718 -0.83288 -3.14149
H 2.41358 -1.94422 -3.97597
H 0.78479 -3.65081 -4.71506
H -1.22345 -4.05370 -3.30316
H -2.51198 -3.61385 -1.53107
H -2.67456 -1.88388 -1.25091
H -1.78454 -2.90540 -0.09687
C -1.35650 1.81192 -3.76772
C -0.46921 1.13786 -2.93812
N -0.94275 1.06543 -1.69062
N -2.15042 1.68784 -1.70566
C -2.40765 2.15187 -2.94734
B -2.92574 1.84978 -0.39159
N -1.98740 2.68395 0.55340
C -2.24254 3.68313 1.47513
C -1.19046 3.83889 2.30346
C -0.15233 2.88521 1.84991
N -0.76601 2.18367 0.73331
N -3.00277 0.46664 0.31696
C -4.05979 -0.15839 0.86945
C -3.60283 -1.23680 1.60269
C -2.22289 -1.19877 1.45828
N -1.86606 -0.17018 0.67446
N -4.34956 2.37461 -0.61209
C -5.18763 3.15928 0.05316
C -6.44332 3.14344 -0.62504
C -6.26368 2.26069 -1.70926
N -5.05047 1.77073 -1.66132
H -1.24935 2.02626 -4.81679
H 0.49290 0.74506 -3.20964
H -3.30138 2.69600 -3.18940
H -3.16442 4.23374 1.45685
H -1.08502 4.54330 3.11283
H 0.74187 3.42536 1.50253
H -5.06769 0.18733 0.70985
H -4.19217 -1.94021 2.16543
H -1.49025 -1.85474 1.89948
H -4.93365 3.68092 0.96150
H -7.35540 3.65106 -0.34398
H -6.97570 1.94472 -2.45598
O 0.93369 -1.51562 2.01769
C 0.79964 -0.43664 1.56295
```

=====

Here is C20H22AuBrN2O3 as an isolated structure from OMol25. Energies are from ωB97M-V with the def2-TZVPD basis set.

Values from the calculation:
Energy above the lowest of the compared OMol25 structures with the same formula, charge and spin = 0.0 kJ/mol
⟨S²⟩ = 2.1062
LUMO energy (alpha / beta) = -6.7 / -8.7 eV
2S+1 = 3
Charge = +2
HOMO-LUMO gap (alpha / beta) = 7.49 / 6.40 eV
M = 615.28 g/mol

```
49
C20H22AuBrN2O3 | OMol25 | ωB97M-V with the def2-TZVPD basis set
Au -1.33200 0.87287 -1.45619
O -4.91351 0.20273 -1.21028
C -4.96721 -0.17599 -0.01172
C -6.00223 0.29970 0.86745
C -6.01661 -0.07535 2.18160
C -5.02039 -0.92755 2.67622
C -4.00198 -1.42690 1.83919
C -3.95677 -1.08162 0.52065
C -2.98336 -1.67308 -0.48564
O -2.68828 -0.75486 -1.50686
N -1.75253 -2.17411 0.12157
N -0.61465 -1.58540 -0.05025
C 0.46027 -2.18351 0.42092
C 1.74569 -1.63295 0.29117
Br 1.91092 0.01978 -0.56745
C 2.81310 -2.37327 0.80246
C 4.20968 -2.19300 0.86317
C 4.93717 -1.05773 0.41517
C 6.30360 -1.02878 0.53117
C 6.98928 -2.11345 1.08688
C 6.30278 -3.23907 1.54003
C 4.93543 -3.27682 1.43487
H -3.61756 -0.30604 -1.66774
H -6.74084 0.96570 0.44193
H -6.78960 0.28589 2.84556
H -5.03431 -1.21873 3.71766
H -3.26796 -2.09507 2.27139
H -3.44646 -2.54887 -0.95800
H -1.79485 -3.09689 0.54810
H 0.37642 -3.14892 0.92094
H 2.48262 -3.31074 1.24173
H 4.42656 -0.21181 -0.01142
H 6.85535 -0.16346 0.19180
H 8.06786 -2.07642 1.16808
H 6.84249 -4.07058 1.97028
H 4.39121 -4.14481 1.78535
C -0.07624 4.97861 -1.39742
C 0.63230 4.53665 -2.67953
C -0.02533 3.20637 -2.97191
O -0.27570 2.64155 -1.63861
C -0.19439 3.68745 -0.61207
H -1.06488 5.37688 -1.62705
H 0.47731 5.73448 -0.84517
H 1.70197 4.40838 -2.51063
H 0.49569 5.23966 -3.49808
H 0.59873 2.49493 -3.50767
H -0.98504 3.31745 -3.47623
H 0.69131 3.47573 -0.01314
H -1.08505 3.62099 0.00771
```

=====

Here is an isolated ion of composition C4H6N3O and charge +1 in a non-equilibrium geometry from OMol25. Energies are from ωB97M-V with the def2-TZVPD basis set.

Values from the calculation:
Energy above the lowest of the compared OMol25 structures with the same formula, charge and spin = 405.5 kJ/mol
LUMO energy = -4.1 eV
2S+1 = 1
Charge = +1
HOMO-LUMO gap = 10.28 eV
M = 112.11 g/mol

```
14
C4H6N3O | OMol25 | ωB97M-V with the def2-TZVPD basis set
O 3.82948 0.21947 0.51138
C 2.86957 -0.11514 -0.01393
N 1.98218 -0.94775 -0.47809
C 0.81749 -1.64700 -0.01225
C -0.35452 -1.00689 -0.04388
C -0.60749 0.38032 -0.34122
N 0.69997 1.04820 0.01708
N 1.78518 0.45621 -0.81675
H 0.83422 -2.61842 0.34412
H -1.17281 -1.64150 0.45626
H -0.95739 0.62644 -1.38057
H -1.47329 0.86380 0.26779
H 0.87955 2.08750 -0.17213
H 0.83996 0.77515 0.96695
```